ORCA calculation (ωB97M-V with the def2-TZVPD basis set) on a molecular structure, C64H54BN10O2PS3W in a non-equilibrium geometry.

As for the total charge: +2. The calculation puts the LUMO energy (spin up / spin down) at -0.2144 / -0.2141 Ha. Its gap between HOMO and LUMO (spin up / spin down) is 0.1898 / 0.1901 Ha.

Each line ends with the Löwdin charge.
Cartesian coordinates (Å):
C  -3.71  0.20  2.56  -0.067
H  -2.97  -4.05  -2.44  0.117
H  -2.66  4.39  2.66  0.098
H  4.80  -0.74  -2.11  0.113
C  -4.53  5.41  2.36  -0.043
H  1.17  2.42  -0.79  0.064
H  2.39  3.70  2.50  0.103
H  -3.99  2.41  -2.33  0.097
C  0.25  -5.96  -1.47  -0.045
H  3.26  5.87  1.71  0.116
H  -0.98  2.70  6.68  0.117
C  1.72  3.96  -2.20  -0.068
C  4.85  1.24  1.78  -0.020
C  -3.92  3.37  1.26  -0.293
H  4.42  -7.60  0.55  0.110
C  2.28  5.54  1.41  -0.051
C  -3.53  0.54  1.23  -0.297
C  3.63  -6.93  0.87  -0.065
C  0.97  1.86  6.34  -0.044
C  -0.25  2.38  5.95  -0.041
H  3.80  -5.70  -0.87  0.102
N  3.52  -0.48  1.28  -0.101
H  -4.59  -1.21  3.91  0.118
H  5.36  -3.12  -4.72  0.109
C  -2.07  -4.59  -2.18  -0.007
H  2.29  1.22  3.28  0.091
H  2.68  4.16  -1.74  0.113
C  -4.64  1.13  -3.95  -0.050
H  -6.99  4.36  0.28  0.119
H  3.64  2.63  0.52  0.113
C  2.96  -7.16  2.06  -0.072
H  -5.61  1.59  -4.04  0.114
S  -1.39  1.46  -1.53  0.840
H  4.11  0.87  -4.19  0.109
C  -0.85  -6.65  -1.97  -0.047
C  -0.75  3.45  -3.37  -0.047
H  -1.27  -2.24  4.17  0.108
P  1.56  -3.62  -0.53  1.073
N  -0.64  0.43  -0.80  -0.393
H  -5.35  2.53  -0.09  0.113
C  1.61  -5.23  1.67  -0.110
C  -3.75  1.58  -2.98  -0.096
C  1.60  1.55  4.04  -0.096
C  2.26  -5.00  0.46  -0.386
C  -4.95  -1.73  1.85  -0.045
C  -4.43  -0.94  2.87  -0.056
N  3.02  0.62  0.61  -0.069
S  -2.73  2.10  0.90  0.928
C  -4.04  -0.24  0.20  -0.056
C  3.28  -3.24  -4.23  -0.062
H  -4.98  -0.28  -5.52  0.115
H  -3.87  0.04  -0.83  0.091
C  0.88  3.00  -1.66  -0.126
C  1.33  4.66  -3.32  -0.050
N  -0.17  -1.52  1.18  -0.116
H  3.23  -8.01  2.67  0.107
H  -0.79  -7.72  -2.10  0.113
H  0.82  -4.55  1.96  0.095
H  1.48  1.37  -3.81  0.115
C  0.09  4.41  -3.91  -0.046
C  0.53  3.92  1.47  -0.282
C  1.52  6.33  0.56  -0.050
H  -2.74  -1.28  -5.37  0.117
C  -5.13  3.35  0.59  -0.052
C  -4.28  0.09  -4.78  -0.047
N  0.87  -1.12  1.98  -0.162
H  -5.51  -2.61  2.10  0.118
C  3.83  1.66  0.92  -0.076
C  3.28  -5.86  0.06  -0.095
C  3.84  -0.31  -2.34  -0.107
H  1.14  -6.50  -1.19  0.105
C  4.11  -3.35  -1.59  -0.144
C  3.49  0.52  -3.40  -0.013
C  1.89  1.44  5.39  -0.053
H  5.18  -0.82  2.57  0.134
C  -6.04  4.37  0.80  -0.042
C  -1.14  -2.01  1.98  -0.077
C  2.75  -3.44  -1.90  -0.356
C  -4.74  -1.39  0.52  -0.039
S  0.00  2.24  1.91  0.847
H  -2.04  -2.42  1.55  0.120
H  1.29  -3.41  -3.46  0.107
H  -6.46  6.19  1.84  0.119
C  2.15  0.79  -3.19  -0.106
C  -0.25  4.70  0.63  -0.075
H  2.84  1.03  5.70  0.117
C  -2.13  -0.06  -3.71  -0.054
H  1.21  -1.16  4.07  0.120
C  -0.74  -1.93  3.30  -0.023
N  -2.38  2.39  -0.59  -0.353
H  -0.22  4.96  -4.78  0.116
C  4.63  -3.20  -3.93  -0.077
C  1.95  -6.30  2.46  -0.072
H  2.96  -3.18  -5.26  0.109
C  -3.02  -0.49  -4.68  -0.038
H  -1.50  2.87  4.26  0.094
C  0.20  -4.58  -1.32  -0.246
O  -1.98  -1.77  -1.36  0.042
H  -4.31  6.20  3.06  0.119
C  0.37  2.08  3.66  -0.295
N  1.72  0.17  -2.08  -0.115
H  6.10  -3.22  -2.36  0.113
H  -1.15  -0.50  -3.60  0.114
C  -5.74  5.40  1.68  -0.039
C  5.04  -3.25  -2.61  -0.095
B  2.78  -1.69  1.14  -0.296
H  -3.30  0.83  3.33  0.111
C  -3.62  4.40  2.15  -0.057
H  -0.35  6.52  -0.48  0.121
H  1.90  7.27  0.22  0.117
N  0.69  1.24  1.07  -0.385
H  4.42  -3.35  -0.56  0.106
C  -0.96  -2.43  -1.51  -0.561
C  -2.51  0.96  -2.86  -0.323
H  -5.13  -2.01  -0.27  0.122
H  3.10  -2.59  1.82  0.080
H  5.63  1.83  2.20  0.113
C  -0.35  2.75  -2.25  -0.295
C  4.63  -0.11  1.99  -0.010
C  2.34  -3.37  -3.22  -0.069
C  -0.55  2.49  4.60  -0.057
C  0.53  -1.37  3.26  -0.083
H  -2.87  -6.52  -2.67  0.110
N  -1.61  2.29  1.98  -0.377
H  -1.70  3.24  -3.83  0.112
O  0.26  -1.93  -1.49  -0.326
H  -1.23  4.36  0.33  0.086
H  1.43  -6.48  3.39  0.106
C  1.79  4.33  1.86  -0.072
H  1.20  1.78  7.39  0.117
C  -0.97  -3.90  -1.70  -0.142
N  2.76  -0.54  -1.58  -0.125
C  -2.01  -5.97  -2.31  -0.056
W  1.16  -0.51  -0.10  1.882
C  0.25  5.91  0.18  -0.047
H  1.98  5.41  -3.75  0.115

ORCA calculation (ωB97M-V with the def2-TZVPD basis set) on a single C5H14OS2Si molecule in a non-equilibrium geometry.

Its energy relative to the best compared isomer or geometry (same formula, charge and spin) is 0.00 kcal per mole. As for the total charge: 0. The calculation puts the LUMO energy at 0.0202 Ha. Its SMILES is CCCSS[Si](C)(C)O. Its gap between HOMO and LUMO is 0.3300 Ha.

Each line ends with the Löwdin charge.
Cartesian coordinates (Å):
H  -3.43  1.96  -0.55  0.029
H  -3.60  -0.16  1.95  0.026
S  0.65  1.81  -0.30  0.443
O  -1.13  -1.10  -0.84  -0.189
H  2.22  0.04  1.46  0.079
H  4.42  -0.58  -0.58  0.071
S  -0.48  1.00  1.20  0.299
H  -2.15  1.76  -1.73  0.012
C  1.86  0.48  -0.60  -0.568
H  4.48  -0.95  1.14  0.068
H  3.31  -1.76  0.11  0.073
H  3.33  1.23  0.77  0.102
C  3.81  -0.82  0.29  -0.116
C  -2.87  1.22  -1.12  -0.192
Si  -2.00  -0.02  0.02  0.131
H  -3.57  0.73  -1.78  0.024
H  -2.65  -1.62  1.83  0.028
C  -3.17  -0.87  1.25  -0.188
C  2.80  0.29  0.57  -0.351
H  -1.52  -1.66  -1.50  0.061
H  -3.99  -1.35  0.73  0.026
H  2.40  0.80  -1.50  0.075
H  1.30  -0.43  -0.82  0.056

ORCA calculation (ωB97M-V with the def2-TZVPD basis set) on a single C2H4N2OS2 molecule in a non-equilibrium geometry.

Its energy relative to the best compared isomer or geometry (same formula, charge and spin) is 54.50 kcal per mole. As for the total charge: 0. The calculation puts the LUMO energy at -0.0157 Ha. Its gap between HOMO and LUMO is 0.3364 Ha.

Each line ends with the Löwdin charge.
Cartesian coordinates (Å):
N  -1.48  1.17  -0.61  -0.192
H  2.08  0.80  0.17  0.079
H  0.82  -0.48  -1.60  0.106
H  0.99  0.11  1.40  0.079
N  -0.31  1.00  -0.82  -0.056
O  -2.65  0.31  1.42  -0.530
C  0.36  -0.23  -0.63  -0.758
H  2.06  -0.95  0.45  0.074
S  -0.79  -1.61  -0.24  0.598
C  1.45  -0.05  0.42  -0.110
S  -2.53  -0.06  0.04  0.710

ORCA calculation (ωB97M-V with the def2-TZVPD basis set) on 12 unconnected molecules or ions with the total composition C5H35NO12 in a non-equilibrium geometry.

Its energy relative to the best compared isomer or geometry (same formula, charge and spin) is 83.90 kcal per mole. As for the total charge: 0. The calculation puts the LUMO energy at -0.0072 Ha. Its SMILES is CC(C)CNCO.O.O.O.O.O.O.O.O.O.O.O. Its gap between HOMO and LUMO is 0.3393 Ha.

Each line ends with the Löwdin charge.
Cartesian coordinates (Å):
H  -1.21  2.48  -1.27  -0.009
H  3.76  2.43  -0.99  0.050
H  1.81  3.05  -1.25  -0.015
H  -1.52  -4.04  -1.14  0.029
H  -1.59  0.18  -2.20  0.135
O  -2.49  -3.91  1.17  -0.066
O  3.54  2.00  -1.82  -0.057
H  -2.86  -3.21  0.61  0.012
O  -1.11  3.36  -1.61  -0.053
H  0.13  -2.76  0.74  0.047
H  0.36  -1.84  -1.73  0.092
H  1.92  -1.30  0.28  0.029
H  -2.24  -0.32  0.63  0.079
H  -1.51  2.16  3.66  0.053
H  0.63  -3.01  2.21  0.067
H  -1.35  2.44  1.25  0.028
H  -1.81  -0.20  2.43  0.006
H  2.62  -2.08  -1.15  0.075
C  1.21  -0.33  -2.96  -0.059
H  0.46  0.98  -0.50  0.119
O  2.58  -0.23  2.35  -0.048
H  1.88  3.11  1.74  0.008
H  -0.55  -4.43  -2.19  0.059
C  0.79  -0.86  -1.61  -0.391
O  -0.04  -2.55  1.68  -0.050
H  3.51  -0.50  2.41  0.065
O  -0.68  1.81  3.32  -0.053
O  2.59  2.61  2.15  -0.079
N  -1.39  0.31  -1.19  -0.065
H  -3.42  0.28  -0.78  0.148
H  2.14  -0.99  1.92  0.006
C  2.06  -1.22  -0.81  -0.084
H  2.92  -0.55  -1.02  0.084
H  0.57  3.62  -1.05  -0.003
H  2.30  1.70  2.02  -0.018
H  -1.48  4.04  -1.03  0.063
O  -1.23  -3.76  -2.02  -0.055
O  1.47  3.74  -0.65  -0.083
H  -2.02  -3.65  1.96  0.008
H  -1.89  -1.80  -1.52  0.047
H  -2.90  -1.28  2.83  0.043
H  0.35  -0.26  -3.63  0.076
H  -0.11  1.31  3.90  0.050
H  -2.62  1.44  1.14  -0.001
H  1.94  -0.96  -3.47  0.094
H  -0.16  -0.52  0.33  0.088
C  -2.50  -0.30  -0.46  -0.252
H  1.47  0.69  -2.72  0.061
O  -2.71  -0.34  2.72  -0.050
O  -2.30  2.36  1.13  -0.054
O  -2.55  -1.68  -0.83  -0.079
H  3.32  2.75  -2.39  0.046
C  -0.08  0.01  -0.61  -0.144

ORCA calculation (ωB97M-V with the def2-TZVPD basis set) on 2 unconnected molecules or ions with the total composition C13H17P in a non-equilibrium geometry.

Its energy relative to the best compared isomer or geometry (same formula, charge and spin) is 149.31 kcal per mole. As for the total charge: 0. The calculation puts the LUMO energy at -0.0072 Ha. Its gap between HOMO and LUMO is 0.3109 Ha.

Each line ends with the Löwdin charge.
Cartesian coordinates (Å):
C  -0.13  -2.34  -0.77  -0.175
H  0.57  1.37  -1.79  0.118
C  3.13  0.57  1.11  -0.061
C  1.72  0.35  1.28  -0.152
H  3.83  0.47  1.95  0.097
C  -1.49  0.54  -1.11  -0.539
H  4.64  1.15  -0.32  0.088
C  0.25  -2.51  0.63  -0.185
H  -3.39  -0.02  -2.15  0.075
H  1.22  -1.96  0.77  0.097
C  -0.95  -1.68  0.31  -0.388
C  1.33  1.14  -0.96  -0.107
H  -2.38  2.34  -2.23  0.083
H  -1.71  1.52  3.46  -0.084
H  -2.03  -0.09  3.19  -0.140
H  -3.69  0.00  -0.43  0.138
C  -1.17  0.53  3.41  0.064
C  2.68  1.26  -1.22  -0.093
P  -0.93  0.20  0.51  1.069
H  -1.94  -2.20  0.68  0.144
C  -2.99  0.45  -1.29  -0.168
H  -2.31  2.36  -0.44  0.070
H  -0.93  0.04  -1.87  0.090
C  3.60  0.90  -0.19  -0.084
H  1.38  -0.30  2.24  0.140
C  0.87  0.61  0.26  -0.394
C  -2.28  1.81  -1.33  -0.116
H  0.57  -1.80  -1.41  0.105
H  0.12  -3.30  1.29  0.084
H  -0.67  -3.08  -1.38  0.102
H  3.08  1.67  -2.21  0.122

ORCA calculation (ωB97M-V with the def2-TZVPD basis set) on 2 unconnected molecules or ions with the total composition C3H9NO2S in a non-equilibrium geometry.

Its energy relative to the best compared isomer or geometry (same formula, charge and spin) is 35.77 kcal per mole. As for the total charge: -1. The spin multiplicity is 2. The calculation puts the LUMO energy (spin up / spin down) at 0.0936 / 0.0935 Ha. Its gap between HOMO and LUMO (spin up / spin down) is 0.0934 / 0.2180 Ha.

Each line ends with the Löwdin charge.
Cartesian coordinates (Å):
H  -0.28  0.20  -0.15  0.058
H  -5.46  2.86  -3.57  0.027
H  2.96  -1.47  1.82  0.044
H  1.56  -2.33  1.60  -0.005
H  -5.37  3.49  -2.20  0.029
H  2.07  0.20  -1.28  0.060
H  1.35  0.20  1.65  0.118
O  -5.12  2.70  -2.68  -0.057
C  2.38  0.36  -0.22  -0.428
O  3.03  1.42  0.11  -0.242
H  -0.28  -1.87  2.30  -0.198
C  1.55  -0.42  0.76  -0.514
H  0.24  -1.38  -0.71  0.052
C  0.21  -0.73  0.15  -0.523
N  2.22  -1.70  1.17  0.001
S  -1.07  -1.53  1.27  0.576

- Look up the total charge of the fourth one.
  0

What did the fifth record say?
ORCA calculation (ωB97M-V with the def2-TZVPD basis set) on 2 unconnected molecules or ions with the total composition C13H17P in a non-equilibrium geometry.

Its energy relative to the best compared isomer or geometry (same formula, charge and spin) is 149.31 kcal per mole. As for the total charge: 0. The calculation puts the LUMO energy at -0.0072 Ha. Its gap between HOMO and LUMO is 0.3109 Ha.

Each line ends with the Löwdin charge.
Cartesian coordinates (Å):
C  -0.13  -2.34  -0.77  -0.175
H  0.57  1.37  -1.79  0.118
C  3.13  0.57  1.11  -0.061
C  1.72  0.35  1.28  -0.152
H  3.83  0.47  1.95  0.097
C  -1.49  0.54  -1.11  -0.539
H  4.64  1.15  -0.32  0.088
C  0.25  -2.51  0.63  -0.185
H  -3.39  -0.02  -2.15  0.075
H  1.22  -1.96  0.77  0.097
C  -0.95  -1.68  0.31  -0.388
C  1.33  1.14  -0.96  -0.107
H  -2.38  2.34  -2.23  0.083
H  -1.71  1.52  3.46  -0.084
H  -2.03  -0.09  3.19  -0.140
H  -3.69  0.00  -0.43  0.138
C  -1.17  0.53  3.41  0.064
C  2.68  1.26  -1.22  -0.093
P  -0.93  0.20  0.51  1.069
H  -1.94  -2.20  0.68  0.144
C  -2.99  0.45  -1.29  -0.168
H  -2.31  2.36  -0.44  0.070
H  -0.93  0.04  -1.87  0.090
C  3.60  0.90  -0.19  -0.084
H  1.38  -0.30  2.24  0.140
C  0.87  0.61  0.26  -0.394
C  -2.28  1.81  -1.33  -0.116
H  0.57  -1.80  -1.41  0.105
H  0.12  -3.30  1.29  0.084
H  -0.67  -3.08  -1.38  0.102
H  3.08  1.67  -2.21  0.122

- Which value of total charge does entry 3 give?
  0